DFT (ωB97M-V with the def2-TZVPD basis set) results for the molecule C4H5Br2N in a non-equilibrium geometry.

```
12
Properties=species:S:1:pos:R:3:nbo_charge:R:1
C -0.315 -1.103 0.771 -0.63
C -0.261 0.189 -0.103 -0.06
Br -2.187 0.253 -0.782 0.00
C -0.061 1.391 0.911 0.24
N 0.097 2.172 1.733 -0.29
C 0.608 0.278 -1.315 -0.47
Br 2.455 0.193 -0.709 0.02
H 0.506 -1.074 1.424 0.23
H -1.142 -0.955 1.371 0.23
H -0.505 -2.001 0.207 0.23
H 0.306 -0.613 -1.798 0.24
H 0.498 1.270 -1.710 0.25
```

Results
- DFT total energy: -145803.093 eV
- Energy above the lowest of the compared OMol25 structures with the same formula, charge and spin: 0.021 eV
- Maximum force: 3.37 eV/Å
- HOMO level: -10.869 eV
- LUMO: -0.08 eV
- Kohn-Sham gap: 10.8 eV
- SMILES: C[C@@](Br)(C#N)CBr
- Net charge: 0